# 1
The following is a DFT calculation (ωB97M-V/def2-TZVPD) of an isolated molecule of C2H5BrSi in a non-equilibrium geometry.

Structure (XYZ):
```
9
C2H5BrSi, DFT ωB97M-V/def2-TZVPD
C 1.13 0.35 0.05
C 2.11 -0.52 -0.03
Si -0.73 0.15 0.00
Br 3.91 0.03 0.00
H 1.61 1.38 0.21
H 1.86 -1.64 -0.25
H -1.66 1.45 0.40
H -0.93 -0.81 1.07
H -1.01 -0.05 -1.48
```

Its spin multiplicity is 1. As for the HOMO-LUMO gap: 10.4 eV. The calculation puts the HOMO energy at -9.62 eV. The LUMO energy comes out at 0.029 hartree. The calculation puts the energy above the lowest of the compared OMol25 structures with the same formula, charge and spin at 197.1 kJ/mol. As for the SMILES: [SiH3]/C=C/Br.

Here are the natural (NBO) charges for atoms 1 to 2, given in e: C -0.67; C -0.26

=====

# 2
The following is a DFT calculation (ωB97M-V/def2-TZVPD) of a structure of composition C14H42AlO30S4Y in a non-equilibrium geometry.

Structure (XYZ):
```
92
C14H42AlO30S4Y, DFT ωB97M-V/def2-TZVPD
Y 2.33 2.24 1.43
Al 3.18 -2.44 -1.67
S 0.14 -0.08 -0.15
O -0.06 -1.09 0.83
O -1.06 0.44 -0.76
O 0.78 1.05 0.53
O 1.10 -0.62 -1.08
S 3.50 -1.13 2.21
O 3.20 -1.79 3.48
O 4.98 -1.02 2.02
O 3.06 -1.93 1.10
O 2.87 0.17 2.29
S 0.91 3.12 3.94
O 0.90 1.87 3.23
O 1.34 2.69 5.25
O 1.82 3.79 3.03
O -0.41 3.71 3.99
S 4.72 1.06 -0.86
O 3.58 1.27 -0.07
O 5.18 2.27 -1.39
O 5.82 0.68 0.01
O 4.44 0.17 -1.89
C 0.91 4.76 -0.37
C 2.44 4.95 -0.48
O 3.29 3.92 -0.06
O 0.71 3.70 0.55
H 0.57 4.41 -1.35
H 0.44 5.72 -0.14
H 2.67 5.76 0.21
H 2.69 5.34 -1.46
H 4.21 4.09 -0.26
H -0.18 3.33 0.50
C 0.43 -2.16 -4.35
C 1.28 -0.89 -4.33
O 2.63 -1.24 -4.60
O 0.56 -2.95 -3.24
H 0.63 -2.72 -5.27
H -0.54 -1.66 -4.43
H 1.07 -0.26 -3.47
H 0.85 -0.23 -5.08
H 3.06 -0.65 -5.23
H -0.26 -3.42 -3.06
C -1.64 -0.19 5.01
C -1.38 -0.08 3.50
O -0.14 -0.77 3.36
O -0.65 0.55 5.79
H -1.65 -1.22 5.36
H -2.61 0.26 5.20
H -1.40 0.93 3.10
H -2.19 -0.53 2.92
H 0.07 -0.72 2.43
H -1.14 1.36 5.95
C -2.50 -3.54 1.52
C -3.90 -3.83 1.30
O -4.30 -4.58 2.45
O -2.16 -2.75 0.37
H -2.01 -4.50 1.39
H -2.25 -2.99 2.43
H -4.05 -4.33 0.34
H -4.52 -2.95 1.11
H -5.02 -5.17 2.24
H -1.56 -2.04 0.63
C -3.17 2.74 0.15
C -3.68 1.57 0.99
O -3.75 0.35 0.19
O -1.74 2.77 0.29
H -3.41 3.58 0.81
H -3.43 2.75 -0.90
H -4.65 1.94 1.30
H -3.42 1.47 2.05
H -2.87 0.30 -0.18
H -1.45 1.93 -0.08
C 0.96 -4.32 0.51
C 2.05 -5.40 0.07
O 3.39 -4.95 -0.06
O 0.71 -3.31 -0.41
H 1.23 -3.88 1.47
H 0.02 -4.84 0.69
H 1.76 -5.68 -0.94
H 1.97 -6.21 0.80
H 4.02 -5.64 -0.32
H 0.39 -2.54 0.07
C -2.15 1.75 -3.57
C -2.42 2.33 -4.99
O -1.76 1.71 -6.05
O -0.80 1.56 -3.25
H -2.83 0.96 -3.27
H -2.30 2.51 -2.80
H -2.20 3.39 -4.91
H -3.50 2.35 -5.12
H -0.91 2.12 -6.21
H -0.82 1.55 -2.29
```

Its spin multiplicity is 2. As for the HOMO-LUMO gap (alpha / beta): 5.0 / 5.5 eV. The calculation puts the HOMO energy (alpha / beta) at -6.46 / -6.43 eV. The LUMO energy (alpha / beta) comes out at -0.052 / -0.035 hartree. The charge is -1.

Here are the Löwdin charges for atoms 1 to 2, given in e: Y 1.64; Al 1.10

=====

# 3
The following is a DFT calculation (ωB97M-V/def2-TZVPD) of a structure of composition C28H58O in a non-equilibrium geometry.

Structure (XYZ):
```
87
C28H58O, DFT ωB97M-V/def2-TZVPD
C -10.40 -0.65 -0.49
H -9.94 -0.38 -1.57
C -9.27 -0.18 0.46
C -8.03 -0.99 0.23
C -7.03 -0.74 1.17
C -5.78 -1.40 1.25
C -5.02 -1.05 0.11
C -3.59 -1.59 -0.26
C -2.62 -1.05 0.78
C -1.14 -1.74 0.73
C -0.52 -1.06 -0.52
C 0.91 -1.55 -0.62
C 1.73 -1.54 -1.97
C 3.24 -1.44 -1.76
C 3.65 -2.97 -1.60
C 5.11 -3.19 -1.42
C 6.03 -2.41 -0.57
C 5.58 -2.44 0.93
C 6.63 -1.49 1.72
C 6.57 -0.05 1.61
C 5.19 0.60 1.44
C 5.25 2.19 1.41
C 4.03 2.95 1.25
C 3.08 2.45 0.21
C 2.00 3.55 -0.45
H 1.51 3.51 0.70
C 1.10 2.71 -1.34
H 1.74 2.81 -2.24
C -0.02 3.91 -1.67
C -0.98 4.24 -0.66
C -1.96 3.23 -0.48
H -2.35 2.64 -1.49
O -1.36 2.10 0.32
H -0.99 2.30 1.07
H -2.87 3.45 0.12
H -0.49 4.80 0.23
H -1.58 5.12 -1.27
H -0.45 3.60 -2.41
H 0.56 4.91 -2.02
H 0.46 2.11 -0.94
H 2.49 4.28 -0.31
H 2.59 1.48 0.47
H 3.65 2.28 -0.84
H 3.45 2.55 2.17
H 4.13 3.97 1.03
H 6.05 2.17 0.29
H 6.08 2.44 2.07
H 4.91 0.31 2.55
H 4.61 0.25 0.68
H 7.12 0.44 2.29
H 7.08 0.12 0.47
H 7.57 -1.96 1.67
H 6.37 -1.68 2.71
H 5.74 -3.53 1.22
H 4.70 -2.14 1.11
H 7.09 -2.40 -0.54
H 5.84 -1.27 -1.01
H 5.32 -4.19 -1.25
H 5.54 -2.89 -2.56
H 3.46 -3.23 -0.18
H 3.25 -3.71 -2.27
H 3.67 -0.84 -0.96
H 3.69 -1.23 -2.83
H 1.33 -0.36 -2.05
H 1.32 -2.13 -2.58
H 1.56 -1.17 0.31
H 1.11 -2.81 -0.23
H -0.50 -0.06 -0.53
H -1.07 -1.81 -1.34
H -1.19 -2.71 1.18
H -0.51 -1.25 1.71
H -2.42 -0.01 0.86
H -3.01 -1.29 1.86
H -3.16 -1.20 -1.31
H -3.63 -2.83 -0.03
H -5.40 -1.18 -1.03
H -4.86 0.24 -0.12
H -5.10 -1.07 2.03
H -5.70 -2.31 1.00
H -7.46 -0.82 2.41
H -6.95 0.52 1.33
H -8.13 -2.15 0.27
H -7.76 -0.74 -0.53
H -9.77 -0.66 1.59
H -9.07 0.93 0.35
H -10.66 -1.59 -0.62
H -11.35 -0.07 -0.47
```

Its spin multiplicity is 1. As for the HOMO-LUMO gap: 9.5 eV. The calculation puts the HOMO energy at -8.85 eV. The LUMO energy comes out at 0.024 hartree. The calculation puts the energy above the lowest of the compared OMol25 structures with the same formula, charge and spin at 2639.3 kJ/mol.

Here are the natural (NBO) charges for atoms 1 to 2, given in e: C -0.59; H 0.17

=====

# 4
The following is a DFT calculation (ωB97M-V/def2-TZVPD) of a structure of composition C26H22BrN4O2Se2Ti.

Structure (XYZ):
```
58
C26H22BrN4O2Se2Ti, DFT ωB97M-V/def2-TZVPD
Ti -0.38 0.32 -0.33
O -3.69 -0.75 3.97
C -4.14 -1.43 2.87
C -5.29 -2.18 3.03
C -5.80 -2.91 1.96
C -5.16 -2.89 0.72
C -4.03 -2.13 0.56
C -3.51 -1.39 1.63
C -2.33 -0.50 1.46
O -1.93 -0.30 0.06
N -1.15 -1.02 2.12
N 0.01 -0.56 1.45
C 1.15 -0.66 2.12
C 2.38 -0.26 1.63
Br 2.27 0.55 -0.10
C 3.53 -0.33 2.41
C 4.89 -0.03 2.22
C 5.55 0.07 0.97
C 6.90 0.32 0.93
C 7.62 0.50 2.12
C 6.99 0.39 3.36
C 5.65 0.10 3.41
H -2.77 -0.47 3.87
H -5.77 -2.20 4.00
H -6.70 -3.49 2.10
H -5.57 -3.46 -0.11
H -3.55 -2.08 -0.41
H -2.53 0.49 1.85
H -1.17 -2.04 2.20
H 1.11 -1.10 3.11
H 3.29 -0.68 3.41
H 5.04 -0.12 0.05
H 7.42 0.36 -0.02
H 8.68 0.70 2.08
H 7.56 0.52 4.27
H 5.15 0.00 4.37
Se -2.29 2.00 -1.98
Se -0.08 1.88 -2.79
C 0.13 -0.02 -3.08
C 0.53 -0.50 -4.30
C 0.69 -1.88 -4.42
C 0.43 -2.71 -3.34
C 0.05 -2.15 -2.14
N -0.06 -0.81 -2.01
C -1.86 2.71 -0.24
C -2.64 3.68 0.33
C -2.25 4.20 1.56
C -1.08 3.75 2.16
C -0.36 2.75 1.54
N -0.76 2.22 0.37
H 0.69 0.17 -5.13
H 1.00 -2.31 -5.37
H 0.51 -3.79 -3.42
H -0.15 -2.75 -1.26
H -3.52 4.05 -0.19
H -2.84 4.98 2.03
H -0.73 4.16 3.10
H 0.54 2.35 1.98
```

Its spin multiplicity is 1. As for the HOMO-LUMO gap: 4.8 eV. The calculation puts the HOMO energy at -15.43 eV. The LUMO energy comes out at -0.391 hartree. The calculation puts the energy above the lowest of the compared OMol25 structures with the same formula, charge and spin at 24.1 kJ/mol. The charge is +3.

Here are the natural (NBO) charges for atoms 1 to 2, given in e: Ti 1.48; O -0.66

=====

# 5
The following is a DFT calculation (ωB97M-V/def2-TZVPD) of a structure of composition C19H15N4SSiSn in a non-equilibrium geometry.

Structure (XYZ):
```
41
C19H15N4SSiSn, DFT ωB97M-V/def2-TZVPD
Sn 0.01 0.11 -0.06
S -0.11 0.26 2.38
C -0.13 -1.49 2.20
C -0.26 -2.39 3.26
C -0.30 -3.73 2.96
C -0.20 -4.17 1.63
C -0.06 -3.22 0.65
N -0.02 -1.91 0.93
H -0.32 -2.02 4.27
H -0.41 -4.46 3.75
H -0.23 -5.22 1.38
H 0.05 -3.50 -0.39
N -2.01 -0.06 -0.44
C -3.15 0.19 -0.22
N -4.36 0.30 -0.05
C -5.25 1.27 0.04
N -6.08 2.08 0.13
C 4.04 0.79 -4.65
C 3.29 1.64 -3.84
C 2.15 1.18 -3.22
C 1.74 -0.15 -3.40
C 2.51 -1.01 -4.19
C 3.66 -0.54 -4.82
Si 0.14 -0.79 -2.86
C -1.40 -0.14 -3.52
C -1.79 1.20 -3.37
C -2.93 1.66 -3.98
C -3.69 0.80 -4.78
C -3.32 -0.52 -4.93
C -2.18 -1.00 -4.30
H 4.92 1.16 -5.16
H 3.61 2.66 -3.70
H 1.57 1.85 -2.60
H 2.23 -2.05 -4.32
H 4.25 -1.20 -5.43
H 0.14 -2.21 -2.46
H -1.20 1.88 -2.75
H -3.24 2.69 -3.85
H -4.58 1.17 -5.27
H -3.92 -1.19 -5.54
H -1.90 -2.04 -4.42
```

Its spin multiplicity is 1. As for the HOMO-LUMO gap: 6.7 eV. The calculation puts the HOMO energy at -11.87 eV. The LUMO energy comes out at -0.191 hartree. The calculation puts the energy above the lowest of the compared OMol25 structures with the same formula, charge and spin at 65.9 kJ/mol. The charge is +1.

Here are the natural (NBO) charges for atoms 1 to 2, given in e: Sn 1.24; S -0.09